C32H38BrCoN7O2PS | the ωB97M-V functional and the def2-TZVPD basis

```
83
Properties=species:S:1:pos:R:3
Co 0.17894 -0.13243 -0.06389
Br 2.81305 6.52377 -2.50623
C 1.89559 5.10567 -1.66846
C 1.37153 4.07871 -2.44381
C 0.72082 3.02312 -1.82980
C 0.56566 3.01390 -0.44703
C 1.08624 4.04599 0.32094
C 1.76022 5.09387 -0.29084
N -0.11784 1.92662 0.16394
C -1.11777 2.15513 0.91094
C -1.75153 1.01628 1.57612
C -2.77803 1.16819 2.48416
C -3.28272 0.03609 3.11395
C -2.73220 -1.19094 2.80923
C -1.70599 -1.26889 1.87324
N -1.23128 -0.18862 1.26352
H 1.48178 4.10602 -3.51949
H 0.34222 2.19659 -2.41449
H 0.99521 4.01976 1.39884
H 2.17889 5.89360 0.30391
H -1.49106 3.16190 1.09740
H -3.16282 2.15527 2.70199
H -4.08402 0.12058 3.83522
H -3.08150 -2.09777 3.28139
H -1.25937 -2.21255 1.59699
S 0.06646 -2.24006 -0.62174
C 1.01627 -2.86158 0.73181
N 1.08209 -4.12591 1.08521
N 0.45672 -5.03000 0.27518
C 0.70592 -5.22114 -1.08699
C 1.86094 -4.72590 -1.69210
C 2.08942 -4.94756 -3.04081
C 1.18698 -5.67609 -3.80271
C 0.05159 -6.19495 -3.19131
C -0.19409 -5.96796 -1.84831
N 1.66958 -1.98117 1.50095
N 1.43281 -0.68854 1.27314
C 2.32852 0.13618 1.98286
C 1.97817 1.42500 2.38389
C 2.88865 2.24376 3.03700
C 4.16517 1.79076 3.32816
C 4.50573 0.48829 2.98325
C 3.60625 -0.33191 2.32537
H 0.17496 -5.84731 0.78781
H 2.58371 -4.20101 -1.08245
H 2.99809 -4.57019 -3.49534
H 1.37423 -5.85702 -4.85254
H -0.65388 -6.77947 -3.76793
H -1.09105 -6.35762 -1.38179
H 0.97217 1.77317 2.22996
H 2.58637 3.23742 3.34637
H 4.87221 2.42798 3.84148
H 5.48577 0.10245 3.23353
H 3.86974 -1.35248 2.08940
C -1.99814 0.51353 -4.96393
N -1.38356 0.07910 -3.71397
C -0.49296 -1.08218 -3.75652
C -1.75963 0.55927 -2.52877
C -2.79108 1.65730 -2.47679
O -1.29375 0.11520 -1.46469
H -1.29377 0.34268 -5.77389
H -2.22697 1.57511 -4.93828
H -2.91168 -0.04529 -5.17811
H -1.02569 -1.99421 -3.48176
H 0.32679 -0.94617 -3.05731
H -0.10866 -1.18657 -4.76806
H -3.64656 1.45552 -3.11855
H -2.34825 2.60509 -2.79210
H -3.12835 1.75285 -1.44879
C 3.72441 -1.42119 -1.31448
P 3.02745 0.18343 -1.67499
C 3.28038 0.48373 -3.42565
C 3.97414 1.43262 -0.80898
O 1.54228 0.23867 -1.38678
H 4.75383 -1.49173 -1.66682
H 3.10666 -2.16777 -1.81577
H 3.68714 -1.60538 -0.24128
H 4.34365 0.45429 -3.66515
H 2.88266 1.46516 -3.68611
H 2.76058 -0.28047 -4.00383
H 5.02884 1.34954 -1.07607
H 3.86598 1.30004 0.26745
H 3.60985 2.42189 -1.08900
```

As for the orbital gap (alpha / beta): 4.9 / 5.4 eV. Its multiplicity is 2. The net charge is +1. As for the maximum force: 0.0130 Eh/bohr. The value obtained for the HOMO energy (alpha / beta) is -8.510 / -9.082 eV. The calculation puts the LUMO energy (alpha / beta) at -3.7 / -3.7 eV. The calculation puts the relative energy (zero: lowest compared OMol25 entry of this formula, charge and spin) at 22.7 kcal/mol.